Entry 1:
This record from OMol25 describes a molecular structure, C14H23Cl6F3I3N3O3P in a non-equilibrium geometry. The level of theory is ωB97M-V/def2-TZVPD.

Last column: Löwdin charge in e.
Positions of all 56 atoms, in Å:
C1 4.338 2.499 2.249  -0.182
C2 3.571 1.426 1.537  -0.791
I1 4.795 -0.203 0.910  0.889
C3 2.278 1.467 1.297  -0.680
I2 1.351 -0.185 0.294  1.049
C4 1.445 2.663 1.741  -0.579
P1 1.334 3.113 3.596  0.589
O1 2.263 2.042 4.399  -0.364
I3 2.477 5.272 3.845  0.542
N1 2.040 3.776 0.927  0.042
C5 1.600 3.309 -0.340  -0.314
N2 2.300 3.225 -1.385  0.122
O2 3.591 3.656 -1.368  0.096
N3 0.267 2.889 -0.256  0.108
C6 -0.009 2.768 1.222  -0.275
C7 -0.983 1.633 1.503  -0.175
O3 -0.485 0.797 2.553  -0.050
C8 -1.297 -0.167 2.969  -0.836
F1 -0.661 -1.296 3.030  0.198
F2 -2.346 -0.358 2.185  0.166
F3 -1.760 0.088 4.159  0.217
H1 5.397 2.299 2.133  0.048
H2 4.177 3.464 1.786  0.048
H3 4.127 2.546 3.311  0.048
H4 1.714 1.314 4.729  0.073
H5 1.533 4.659 1.033  0.102
H6 1.882 2.840 -2.234  0.213
H7 4.163 2.868 -1.433  0.150
H8 -0.301 3.679 -0.566  0.164
H9 -0.393 3.738 1.528  0.142
H10 -1.925 2.075 1.814  0.147
H11 -1.139 1.094 0.577  0.055
Cl1 -4.689 -0.144 -2.895  0.556
C9 -4.605 -1.275 -1.521  -0.649
C10 -3.510 -0.905 -0.554  -0.644
Cl2 -1.889 -1.153 -1.262  0.536
H12 -4.463 -2.278 -1.918  0.071
H13 -5.569 -1.238 -1.017  0.078
H14 -3.571 -1.535 0.332  0.067
H15 -3.587 0.133 -0.240  0.063
Cl3 -2.010 -5.666 -1.401  0.546
C11 -0.864 -5.696 -0.037  -0.651
C12 -0.593 -4.314 0.498  -0.639
Cl4 0.330 -3.325 -0.661  0.471
H16 0.049 -6.181 -0.373  0.072
H17 -1.312 -6.309 0.743  0.078
H18 0.002 -4.376 1.408  0.079
H19 -1.517 -3.786 0.729  0.061
Cl5 0.048 -0.764 -4.803  0.512
C13 -1.290 -1.938 -4.938  -0.664
C14 -0.808 -3.363 -4.839  -0.670
Cl6 0.157 -3.846 -6.257  0.550
H20 -1.804 -1.752 -5.877  0.072
H21 -1.980 -1.727 -4.121  0.022
H22 -1.663 -4.036 -4.792  0.073
H23 -0.201 -3.517 -3.950  0.049

Calculated values
orbital gap = 7.89 eV
charge = +1
highest occupied orbital energy = -11.609 eV
LUMO energy = -3.72 eV
DFT total energy = -142373.377 eV
energy above the lowest of the compared OMol25 structures with the same formula, charge and spin = 0.000 eV



Entry 2:
This record from OMol25 describes a molecular structure, C14H23CuN3O7 in a non-equilibrium geometry. The level of theory is ωB97M-V/def2-TZVPD.

Last column: Löwdin charge in e.
Positions of all 48 atoms, in Å:
Cu1 9.943 6.475 9.242  0.654
O1 13.380 6.768 11.142  0.086
C1 12.789 6.810 10.099  -0.554
O2 11.647 6.098 9.977  -0.155
C2 13.237 7.668 8.905  -0.094
C3 13.077 6.876 7.577  -0.191
C4 13.766 7.624 6.433  -0.126
C5 12.920 8.932 6.280  -0.135
C6 11.784 8.729 7.272  -0.224
O3 11.607 7.195 7.164  -0.135
C7 12.332 8.959 8.671  -0.100
C8 11.101 9.089 9.633  -0.572
O4 11.105 9.943 10.526  0.039
O5 10.054 8.349 9.411  -0.120
H1 14.262 7.914 9.118  0.142
H2 13.297 5.774 7.612  0.162
H3 13.656 6.982 5.522  0.116
H4 14.857 7.907 6.577  0.131
H5 12.579 9.107 5.277  0.092
H6 13.489 9.872 6.470  0.121
H7 10.820 9.293 7.090  0.166
H8 12.920 9.878 8.772  0.151
N1 10.131 4.697 8.441  -0.023
C9 8.978 4.483 7.537  -0.141
C10 7.753 5.240 8.063  -0.606
O6 6.586 4.785 7.903  -0.039
O7 8.055 6.334 8.732  -0.109
H9 11.048 4.531 8.040  0.103
H10 10.015 4.046 9.243  0.133
H11 8.819 3.384 7.339  0.130
H12 9.221 4.983 6.540  0.139
N2 4.760 7.237 5.355  0.087
C11 4.246 8.698 5.160  -0.071
C12 5.022 9.609 6.123  -0.224
N3 6.424 9.585 5.675  -0.051
C13 6.931 8.245 6.102  -0.185
C14 6.278 7.146 5.250  -0.096
H13 4.297 6.708 4.610  0.174
H14 4.410 6.775 6.181  0.174
H15 3.189 8.713 5.393  0.121
H16 4.456 9.024 4.128  0.139
H17 4.873 9.317 7.180  0.131
H18 4.584 10.578 6.117  0.110
H19 6.952 10.363 6.148  0.143
H20 6.634 7.979 7.155  0.125
H21 8.023 8.240 6.104  0.132
H22 6.501 6.175 5.666  0.103
H23 6.736 7.200 4.237  0.146

Calculated values
orbital gap (spin up / spin down) = 6.71 / 6.90 eV
charge = 0
highest occupied orbital energy (spin up / spin down) = -7.660 / -7.856 eV
LUMO energy (spin up / spin down) = -0.95 / -0.95 eV
DFT total energy = -78332.181 eV
energy above the lowest of the compared OMol25 structures with the same formula, charge and spin = 0.917 eV
spin multiplicity = 2
<S²> = 0.75



Entry 3:
This record from OMol25 describes a molecular structure, C14H23GeLiO. The level of theory is ωB97M-V/def2-TZVPD.

Last column: Löwdin charge in e.
Positions of all 40 atoms, in Å:
Li1 -0.609 -0.039 0.132  0.572
C1 -2.980 -1.373 1.972  -0.243
Ge1 -1.177 -1.123 2.745  0.631
C2 -1.333 -1.281 4.704  -0.246
C3 -0.157 -2.714 2.164  -0.247
C4 -0.454 0.512 2.043  -0.447
H1 -3.468 -2.277 2.349  0.013
H2 -2.923 -1.462 0.880  0.001
H3 -3.616 -0.515 2.203  0.014
H4 -1.843 -2.207 4.997  0.009
H5 -1.892 -0.432 5.106  0.009
H6 -0.337 -1.277 5.156  0.009
H7 -0.655 -3.620 2.522  0.015
H8 0.863 -2.707 2.561  0.014
H9 -0.091 -2.780 1.071  0.000
H10 0.538 0.703 2.476  -0.070
H11 -1.111 1.330 2.372  -0.076
C5 4.894 -4.659 -1.540  -0.040
C6 3.793 -3.659 -1.771  -0.241
C7 3.029 -3.691 -2.932  -0.005
C8 2.006 -2.785 -3.150  -0.199
C9 1.210 -2.871 -4.437  -0.043
C10 1.720 -1.830 -2.155  -0.107
C11 0.583 -0.945 -2.400  -0.171
O1 -0.123 -0.423 -1.564  -0.040
C12 2.495 -1.762 -0.978  -0.171
C13 2.292 -0.711 0.089  -0.032
C14 3.523 -2.678 -0.822  0.001
H12 5.046 -5.294 -2.412  0.076
H13 4.650 -5.299 -0.690  0.089
H14 5.834 -4.155 -1.310  0.086
H15 3.242 -4.441 -3.687  0.117
H16 1.568 -3.700 -5.044  0.077
H17 1.311 -1.960 -5.032  0.086
H18 0.146 -3.031 -4.252  0.089
H19 0.345 -0.739 -3.453  0.130
H20 2.017 0.255 -0.332  0.085
H21 3.207 -0.584 0.664  0.089
H22 1.507 -0.979 0.797  0.038
H23 4.133 -2.626 0.074  0.126

Calculated values
orbital gap = 6.03 eV
charge = 0
highest occupied orbital energy = -6.675 eV
LUMO energy = -0.65 eV
DFT total energy = -73659.257 eV



Entry 4:
This record from OMol25 describes C14H23NO4S in the gas phase in a non-equilibrium geometry. The level of theory is ωB97M-V/def2-TZVPD.

Last column: Löwdin charge in e.
Positions of all 43 atoms, in Å:
C1 3.070 1.240 -2.310  -0.156
C2 1.805 2.278 -2.133  -0.227
C3 0.466 1.476 -1.719  -0.164
C4 -0.647 2.435 -1.704  -0.276
C5 -0.623 3.471 -0.702  -0.067
C6 -0.547 2.740 0.821  -0.229
N1 -1.714 2.141 1.091  -0.182
S1 -2.026 0.489 1.716  0.723
O1 -3.365 0.090 1.763  -0.267
O2 -1.221 0.689 3.002  -0.375
C7 -1.064 -0.713 0.770  -0.172
C8 -1.678 -1.112 -0.562  -0.061
C9 -0.956 -1.596 -1.531  0.045
C10 0.401 -2.124 -1.006  -0.224
C11 0.919 -1.678 0.025  -0.172
C12 0.375 -0.857 1.025  0.034
H1 0.670 -0.367 1.899  0.090
O3 2.380 -1.972 0.409  -0.160
C13 2.703 -1.674 1.699  -0.170
H2 2.364 -2.053 2.570  0.057
H3 3.819 -2.100 1.553  0.148
H4 3.077 -0.642 1.827  0.096
O4 1.008 -2.891 -1.969  -0.117
C14 2.491 -3.257 -1.875  0.015
H5 2.305 -4.093 -1.218  0.097
H6 2.452 -3.740 -2.876  0.086
H7 3.062 -2.224 -2.023  0.144
H8 -1.417 -2.197 -2.207  0.095
H9 -2.541 -0.681 -0.685  0.050
H10 -2.561 2.208 0.394  0.149
H11 0.076 1.844 1.013  0.112
H12 -0.558 3.416 1.524  0.063
H13 0.362 3.919 -0.498  0.118
H14 -1.341 4.147 -0.697  0.066
H15 -1.449 1.795 -1.655  0.094
H16 -0.754 2.841 -2.456  -0.002
H17 0.261 0.691 -2.699  0.182
H18 0.944 0.974 -0.701  0.149
H19 1.774 2.713 -3.094  0.082
H20 2.297 2.752 -1.333  0.067
H21 4.045 1.850 -2.543  0.069
H22 3.452 0.547 -1.343  0.103
H23 2.907 0.480 -3.242  0.088

Calculated values
orbital gap = 8.55 eV
charge = 0
highest occupied orbital energy = -8.658 eV
LUMO energy = -0.11 eV
DFT total energy = -35392.700 eV
energy above the lowest of the compared OMol25 structures with the same formula, charge and spin = 12.973 eV
SMILES string = CCCCCCNS(=O)(=O)c1ccc(OC)c(OC)c1



Entry 5:
This record from OMol25 describes a molecular structure, C14H23O9P2RbSe3Te. The level of theory is ωB97M-V/def2-TZVPD.

Last column: Löwdin charge in e.
Positions of all 53 atoms, in Å:
Rb1 -1.105 0.093 -0.339  0.696
C1 1.750 0.344 4.331  -0.073
C2 1.530 1.317 3.179  -0.589
O1 2.250 2.535 3.398  -0.057
P1 -0.230 1.695 2.921  0.430
O2 -0.253 2.859 1.871  -0.149
O3 -0.723 2.432 4.269  -0.119
O4 -1.040 0.488 2.614  -0.335
P2 2.116 0.617 1.537  0.322
O5 1.477 -0.873 1.606  -0.173
O6 1.349 1.425 0.500  -0.406
O7 3.585 0.494 1.520  -0.293
H1 1.484 0.819 5.280  0.075
H2 2.804 0.065 4.358  0.086
H3 1.153 -0.559 4.210  0.078
H4 1.849 2.979 4.155  0.081
H5 0.400 2.524 1.156  0.038
H6 -1.425 1.905 4.665  0.081
H7 0.517 -0.875 1.743  0.016
Se1 -1.201 -1.642 -3.415  -0.263
Se2 -3.558 -1.599 -3.483  -0.344
Te1 -4.146 0.732 -2.516  -0.008
Se3 -6.509 0.457 -1.782  -0.587
C3 0.219 4.843 -1.315  -0.162
C4 -1.271 5.166 -1.423  -0.162
C5 -1.916 3.835 -1.041  -0.203
O8 -0.960 2.826 -1.375  -0.252
C6 0.252 3.415 -1.840  -0.199
H8 0.540 4.865 -0.271  0.112
H9 0.856 5.517 -1.889  0.106
H10 -1.525 5.428 -2.453  0.110
H11 -1.590 5.980 -0.772  0.106
H12 -2.845 3.632 -1.576  0.091
H13 -2.111 3.785 0.034  0.114
H14 0.266 3.393 -2.936  0.125
H15 1.084 2.823 -1.460  0.104
C7 -2.288 -4.153 -1.071  -0.056
C8 -1.005 -3.514 -0.617  -0.459
O9 -1.009 -2.657 0.247  -0.065
C9 0.304 -4.037 -1.153  -0.178
C10 1.486 -3.595 -0.571  -0.006
C11 2.709 -4.073 -1.017  -0.074
C12 2.759 -5.006 -2.047  -0.103
C13 1.578 -5.448 -2.631  -0.091
C14 0.359 -4.962 -2.185  -0.048
H16 -3.126 -3.634 -0.616  0.085
H17 -2.284 -5.208 -0.776  0.087
H18 -2.384 -4.081 -2.155  0.022
H19 1.439 -2.857 0.220  0.098
H20 3.623 -3.707 -0.566  0.102
H21 3.713 -5.375 -2.403  0.090
H22 1.608 -6.157 -3.449  0.093
H23 -0.556 -5.277 -2.670  0.108

Calculated values
orbital gap = 4.03 eV
charge = -2
highest occupied orbital energy = -0.400 eV
LUMO energy = 3.63 eV
DFT total energy = -255894.248 eV
energy above the lowest of the compared OMol25 structures with the same formula, charge and spin = 0.000 eV



Entry 6:
This record from OMol25 describes a molecular structure, C14H24AgF6O6 in a non-equilibrium geometry. The level of theory is ωB97M-V/def2-TZVPD.

Last column: Löwdin charge in e.
Positions of all 51 atoms, in Å:
Ag1 1.151 -0.144 0.124  0.819
C1 2.254 -3.048 1.647  -0.478
O1 0.940 -2.398 1.615  -0.163
O2 2.631 -2.902 0.324  -0.237
C2 3.020 -2.409 2.856  -0.593
F1 3.108 -1.093 2.835  0.140
F2 2.259 -2.735 3.945  0.071
F3 4.235 -2.845 3.136  0.133
C3 -0.140 -2.978 2.459  -0.239
C4 -1.433 -2.388 1.884  -0.094
H1 -1.307 -1.306 1.937  0.051
H2 -1.707 -2.607 0.852  0.053
H3 -2.277 -2.627 2.531  0.057
H4 -0.180 -2.709 3.514  0.093
H5 -0.171 -4.068 2.452  0.100
H6 2.143 -4.099 1.912  0.118
C5 1.934 0.155 -2.916  -0.403
O3 1.140 0.986 -2.014  -0.198
O4 2.247 -0.951 -2.096  -0.258
C6 1.185 -0.067 -4.314  -0.617
F4 2.076 -0.494 -5.154  0.152
F5 0.196 -1.033 -4.357  0.094
F6 0.774 1.098 -4.717  0.149
C7 1.252 2.397 -1.985  -0.291
C8 0.332 2.909 -0.929  -0.122
H7 -0.680 3.015 -1.319  0.043
H8 0.235 2.140 -0.163  0.040
H9 0.519 3.891 -0.494  0.056
H10 1.047 2.755 -2.993  0.104
H11 2.205 2.786 -1.625  0.109
H12 2.899 0.583 -3.188  0.128
C9 -3.072 -1.436 -1.997  -0.021
C10 -2.084 -0.270 -1.877  -0.483
O5 -1.204 -0.305 -1.032  0.034
C11 -2.193 0.800 -2.886  -0.019
H13 -2.787 -2.092 -2.820  0.083
H14 -4.129 -1.176 -2.056  0.067
H15 -2.897 -2.001 -1.082  0.059
H16 -3.104 0.830 -3.483  0.082
H17 -1.266 0.720 -3.453  0.069
H18 -1.958 1.627 -2.216  0.072
C12 0.320 3.042 3.234  -0.170
C13 -0.415 1.876 2.576  -0.529
O6 0.216 1.034 1.926  -0.092
C14 -1.874 1.937 2.355  -0.191
H19 -0.050 3.840 2.590  0.007
H20 1.396 2.873 3.190  0.064
H21 0.052 3.227 4.274  0.044
H22 -2.184 1.225 1.590  0.060
H23 -2.246 2.953 2.220  -0.013
H24 -2.407 1.480 3.189  0.061

Calculated values
orbital gap (spin up / spin down) = 2.53 / 6.08 eV
charge = -2
highest occupied orbital energy (spin up / spin down) = 2.338 / -1.305 eV
LUMO energy (spin up / spin down) = 4.87 / 4.78 eV
DFT total energy = -47491.210 eV
energy above the lowest of the compared OMol25 structures with the same formula, charge and spin = 0.000 eV
spin multiplicity = 2
<S²> = 0.75